Record 1
Below is 36 unconnected molecules or ions with the total composition C23H92ClN3O41 in a non-equilibrium geometry, with properties calculated with wB97M-V/def2-TZVPD.

Structure (XYZ):
```
160
Properties=species:S:1:pos:R:3
C -5.2382 -1.3529 -1.0394
C -5.0472 -0.1150 0.0148
O -3.6592 0.0010 0.4469
C -3.5392 0.2142 1.8708
N -3.3247 -1.0469 2.6677
C -3.2918 -2.3077 1.8463
O -4.2446 -3.1010 1.6385
C -1.7498 -2.3317 1.4161
C -0.9854 -2.9736 0.2156
N -1.7642 -3.7193 -0.8164
C -1.9377 -4.9211 -0.2684
O -2.0682 -6.1523 -0.1181
C 0.5895 -2.7739 0.1695
C 1.3165 -3.4720 -1.1222
C 1.2789 -2.3811 -2.3300
C 2.1605 -2.6428 -3.6428
C 2.1716 -1.6006 -4.8210
C 1.3287 -0.2674 -4.7697
C 1.3250 0.8624 -5.9210
C 0.4579 0.0106 -3.4957
C 0.4567 -1.0508 -2.3075
C 1.3951 -1.9599 1.2971
C 2.9842 -1.8282 1.1284
Cl 3.7125 -0.2574 1.7420
C 3.7622 -3.1644 1.6879
C 3.5429 -3.4296 3.2639
C 0.5557 -1.3666 2.4969
O 1.1900 -0.6584 3.5821
N 0.7622 0.6561 3.5701
O 0.9182 1.1156 2.4647
C -0.9951 -1.5315 2.5411
C -2.1203 -1.0285 3.5616
O -2.0471 -0.6710 4.7770
H -6.1255 -1.1522 -1.7638
H -5.4712 -2.3496 -0.5215
H -4.3142 -1.5191 -1.6982
H -5.8043 -0.2845 0.8604
H -5.3160 0.8315 -0.6018
H -2.6006 0.8917 2.0164
H -4.4340 0.8409 2.2181
H 0.7132 -4.4237 -1.3387
H 2.4192 -3.7060 -0.8688
H 2.7732 -3.6164 -3.6259
H 2.8359 -1.7960 -5.7387
H 0.6297 0.5427 -6.7892
H 2.3859 1.0921 -6.2942
H 0.8460 1.8112 -5.4682
H -0.1737 0.9775 -3.4030
H -0.1951 -0.7657 -1.4040
H 3.1835 -1.8429 -0.0191
H 4.8539 -3.0442 1.3614
H 3.3183 -4.0659 1.1006
H 4.5829 -3.3245 3.7639
H 3.2743 -4.5537 3.3833
H 2.7443 -2.7444 3.7158
O -1.2958 3.1835 4.6124
H -1.6807 2.3019 4.5218
H -1.0079 3.2191 5.5376
O -1.5285 3.2102 7.5788
H -1.2499 3.0514 8.4892
H -2.3607 3.6952 7.6689
O 2.2772 3.6301 1.2408
H 2.9233 2.9309 1.4068
H 1.4256 3.2043 1.4061
O -7.9786 -0.6588 -2.3084
H -8.3745 -0.7276 -3.1864
H -8.7389 -0.5973 -1.7136
O 5.0993 5.2741 0.6245
H 5.7454 4.5740 0.7915
H 4.2463 4.8493 0.7891
O 2.5030 -6.2477 1.4438
H 3.1566 -6.9355 1.6238
H 1.6579 -6.6827 1.6061
O 3.0067 2.7838 -7.9709
H 3.9139 2.6578 -8.2762
H 2.8041 3.7010 -8.2084
O 5.2989 6.2106 3.2404
H 4.8910 6.1488 2.3625
H 4.5479 6.2764 3.8442
O 6.5896 1.6054 1.0732
H 7.2432 0.9177 1.2544
H 5.7419 1.1698 1.2316
O -3.0873 -2.7557 -3.5370
H -2.7211 -2.9706 -2.6681
H -2.3569 -2.3188 -3.9970
O -2.0244 -2.3787 6.9304
H -1.8822 -1.6464 6.3109
H -1.6619 -2.0540 7.7640
O 2.2586 -1.9108 -7.8659
H 2.8233 -2.0907 -8.6286
H 1.3748 -1.8207 -8.2452
O -2.2563 3.4641 0.3294
H -2.6377 2.5794 0.2377
H -1.9766 3.5040 1.2534
O 2.2218 5.5218 -8.8392
H 1.7719 6.3732 -8.7634
H 3.0480 5.7350 -9.2910
O 6.1602 8.2243 -0.9051
H 5.7731 7.3425 -0.9967
H 6.4496 8.2572 0.0168
O -4.4877 -2.1090 -6.0223
H -4.1197 -2.3239 -5.1524
H -3.7590 -1.6716 -6.4829
O -4.6613 3.9695 7.2973
H -5.0653 3.9061 6.4195
H -5.4149 4.0336 7.8982
O 1.8406 -8.6669 2.2159
H 1.1435 -8.8273 1.5654
H 1.5363 -9.1372 3.0041
O 2.6459 8.4786 -9.5760
H 2.1953 9.3294 -9.4999
H 3.4725 8.6914 -10.0279
O -3.1363 6.4297 7.4148
H -3.5240 5.5454 7.3247
H -2.8503 6.4680 8.3361
O 3.8837 9.1770 1.0344
H 4.4473 8.9781 0.2733
H 3.0025 9.2770 0.6530
O -6.5814 2.3310 0.5144
H -7.2777 1.9901 1.0901
H -6.7867 3.2732 0.4323
O -3.7770 -2.2828 -8.7755
H -4.4688 -2.4332 -9.4316
H -4.0899 -2.7581 -7.9921
O 3.8037 -8.2956 4.4354
H 3.1049 -8.4588 3.7865
H 3.5047 -8.7634 5.2259
O 2.6187 -7.0228 -1.6824
H 2.2886 -7.9087 -1.8788
H 2.6340 -6.9857 -0.7181
O 4.3140 -4.3448 -2.3860
H 3.9403 -5.2335 -2.4895
H 4.5951 -4.3150 -1.4613
O 6.6531 -3.5293 -1.0028
H 7.5070 -3.1648 -1.2676
H 6.0543 -3.2630 -1.7141
O 4.9893 -5.2549 4.9458
H 4.6594 -6.1473 4.7652
H 5.0021 -5.2016 5.9100
O 1.1630 5.6229 4.9826
H 0.2375 5.7032 4.7183
H 1.4749 4.8428 4.5057
O -10.4727 0.8505 -1.6440
H -10.3295 1.5817 -2.2586
H -10.1150 1.1753 -0.8074
O -5.6976 -4.5685 -3.5104
H -4.8362 -4.2137 -3.7714
H -6.2857 -4.3062 -4.2298
O 0.1664 2.2637 -1.6807
H 1.0973 2.4723 -1.5267
H -0.3078 2.8341 -1.0590
O -7.7253 5.3111 1.4436
H -7.5832 6.0425 0.8287
H -7.3651 5.6349 2.2791
O 7.1902 -2.0423 3.5658
H 7.4617 -2.1917 4.4804
H 6.3522 -1.5675 3.6451
O -4.3795 4.5501 4.3950
H -3.4701 4.4072 4.0961
H -4.5669 5.4642 4.1462
```

Computed properties:
HOMO energy, eV: -7.8975
Net charge: 0
Maximum force, eV/A: 7.75
LUMO level, hartree: -0.049
Frontier orbital gap, eV: 6.564

Löwdin population analysis, charges in e, atoms 1 to 6: atom 1 (C): -0.0718, atom 2 (C): -0.2237, atom 3 (O): -0.1635, atom 4 (C): -0.1663, atom 5 (N): 0.0027, atom 6 (C): -0.2488

Record 2
Below is a molecular structure, C40H66AsF6N6O8S4 in a non-equilibrium geometry, with properties calculated with wB97M-V/def2-TZVPD.

Structure (XYZ):
```
131
Properties=species:S:1:pos:R:3
As 0.2534 -0.4836 0.4195
F 1.0296 -1.0040 -1.0391
F 1.1442 -1.5983 1.4176
F -0.5521 0.0428 1.9060
F -0.6941 0.6958 -0.4582
F -1.0412 -1.6279 0.2408
F 1.4563 0.7620 0.6426
C 0.4958 0.2608 -5.2902
C 1.6410 -0.4991 -4.6559
C 1.7037 -1.9864 -5.0600
C 1.8641 -2.1457 -6.5110
N 1.9928 -2.2691 -7.6455
H 0.5045 1.2994 -4.9495
H -0.5106 -0.1090 -5.1005
H 0.7279 0.2968 -6.3580
H 1.6333 -0.4968 -3.5623
H 2.6104 -0.0811 -4.9373
H 0.8347 -2.5604 -4.7303
H 2.5563 -2.4741 -4.5819
C 4.0811 -1.4305 3.8062
C 4.6087 -0.5622 2.6636
C 4.9044 -1.3506 1.3871
C 5.5616 -2.6460 1.5434
N 6.1112 -3.6428 1.6933
H 3.9684 -0.8450 4.7164
H 4.7939 -2.2249 4.0383
H 3.0972 -1.8305 3.5578
H 5.5172 -0.0868 3.0377
H 3.8321 0.1683 2.4374
H 5.5520 -0.7534 0.7410
H 3.9904 -1.5044 0.8071
C -2.6219 1.5099 4.4182
C -3.4591 2.1302 3.2914
C -3.6163 1.0130 2.2597
S -4.0234 -0.4516 3.2670
O -3.2272 -1.5831 2.8767
O -5.4600 -0.6163 3.3807
C -3.4435 0.2926 4.8205
H -2.4869 2.2353 5.2211
H -1.6262 1.2466 4.0547
H -2.9726 2.9967 2.8397
H -4.4209 2.4674 3.6821
H -2.6874 0.8546 1.7133
H -4.4055 1.1698 1.5269
H -3.1051 -0.4283 5.5601
H -4.3590 0.7099 5.2543
C -3.6168 1.9860 -1.1657
C -3.3484 3.3807 -0.6590
C -4.1462 4.3263 -1.5484
S -5.7064 3.4677 -1.8595
O -5.9664 3.4472 -3.2838
O -6.7094 3.9313 -0.9262
C -5.1127 1.8090 -1.3720
H -3.2500 1.1722 -0.5369
H -3.0659 1.7848 -2.0941
H -2.2927 3.6330 -0.5597
H -3.7199 3.4956 0.3697
H -3.6971 4.3319 -2.5466
H -4.2853 5.3449 -1.2039
H -5.4230 1.1375 -2.1660
H -5.5779 1.5869 -0.4121
C 2.7711 -5.0299 1.4110
C 2.2698 -4.4317 0.0925
C 0.7688 -4.6731 -0.0333
S 0.1809 -5.2327 1.5803
O 0.1587 -6.6820 1.5668
O -1.0066 -4.5228 1.9728
C 1.6704 -4.7760 2.4541
H 3.7215 -4.6398 1.7682
H 2.8968 -6.1161 1.3510
H 2.8983 -4.7219 -0.7512
H 2.4432 -3.3526 0.1555
H 0.4289 -5.3597 -0.8045
H 0.2913 -3.7131 -0.2284
H 1.8219 -5.4015 3.3300
H 1.6919 -3.7192 2.7232
C -4.5386 -2.0580 -3.4614
C -3.2842 -1.2356 -3.7041
C -2.3189 -1.6086 -2.5893
S -2.5534 -3.4188 -2.3651
O -2.9372 -3.6879 -1.0084
O -1.4476 -4.1026 -3.0080
C -4.0453 -3.5013 -3.4327
H -5.2557 -1.9763 -4.2834
H -5.0888 -1.7999 -2.5543
H -3.4509 -0.1591 -3.7766
H -2.9051 -1.5277 -4.6896
H -2.6757 -1.2252 -1.6334
H -1.2707 -1.3875 -2.7620
H -4.7091 -4.2764 -3.0590
H -3.7055 -3.7822 -4.4304
N 5.6864 1.8881 -2.2863
C 5.0286 0.7302 -2.6143
C 4.3267 0.3218 -1.5178
C 4.4221 1.3318 -0.5213
C 5.3006 2.2668 -1.0190
H 6.2898 2.4153 -2.8885
H 5.1871 0.1728 -3.5226
H 3.8056 -0.6234 -1.5083
H 4.0130 1.3516 0.4735
H 5.7436 3.1605 -0.6106
N 2.3460 2.9870 -2.1855
C 1.1229 2.3826 -2.2575
C 0.2301 3.3698 -2.6443
C 0.9086 4.5856 -2.7134
C 2.2218 4.3280 -2.3763
H 3.2247 2.5427 -1.9659
H 0.9876 1.3228 -2.1365
H -0.8150 3.2046 -2.8624
H 0.4902 5.5427 -2.9780
H 3.0238 5.0432 -2.2945
N 0.3404 4.0174 0.5797
C -0.4401 3.7931 1.6686
C -0.6439 4.9991 2.3143
C 0.0543 5.9788 1.5424
C 0.6995 5.3374 0.5222
H 0.6649 3.3059 -0.0586
H -0.7139 2.7848 1.9405
H -1.1873 5.1805 3.2249
H 0.0959 7.0355 1.7577
H 1.3473 5.6478 -0.2736
N 0.4976 -1.0494 4.3375
C 0.0461 -2.2967 4.6724
C 0.6165 -2.6315 5.8782
C 1.4082 -1.5257 6.2897
C 1.2772 -0.5445 5.3345
H 0.1872 -0.5190 3.5325
H -0.5759 -2.8097 3.9531
H 0.5278 -3.5488 6.4355
H 1.9122 -1.5069 7.2437
H 1.6865 0.4515 5.3258
```

Computed properties:
HOMO energy, eV: -6.0071
Net charge: -1
Maximum force, eV/A: 1.62
LUMO level, hartree: 0.065
Frontier orbital gap, eV: 7.768

Löwdin population analysis, charges in e, atoms 1 to 6: atom 1 (As): 0.7729, atom 2 (F): -0.2418, atom 3 (F): -0.2270, atom 4 (F): -0.2738, atom 5 (F): -0.2509, atom 6 (F): -0.2228

Record 3
Below is a molecular structure, C3H5AgO3 in a non-equilibrium geometry, with properties calculated with wB97M-V/def2-TZVPD.

Structure (XYZ):
```
12
Properties=species:S:1:pos:R:3
H -1.0528 0.2281 -1.5269
C -1.2893 0.3971 -0.4658
C -0.2574 1.2225 0.2147
O 1.0638 0.8707 0.0881
C 1.3862 -0.3772 -0.1810
O 2.6747 -0.4929 -0.0384
H -2.2604 0.8976 -0.3762
H -1.4957 -0.6186 1.1806
H -0.3828 2.2747 0.4563
H 2.9093 -1.0291 0.7287
Ag 0.0447 -2.5022 -0.2955
O -1.3403 -0.8706 0.2154
```

Computed properties:
2S+1: 2
HOMO energy (alpha / beta), eV: -13.0173 / -13.8057
Net charge: +1
Maximum force, eV/A: 2.74
LUMO level (alpha / beta), hartree: -0.184 / -0.188
Energy relative to the best compared isomer or geometry (same formula, charge and spin), eV: 0.917
Frontier orbital gap (alpha / beta), eV: 8.004 / 8.693

Löwdin population analysis, charges in e, atoms 1 to 6: atom 1 (H): 0.1388, atom 2 (C): -0.2097, atom 3 (C): -0.0214, atom 4 (O): 0.0390, atom 5 (C): -0.1938, atom 6 (O): 0.0883

Record 4
Below is a molecular structure, C17H17N3O4PdS3 in a non-equilibrium geometry, with properties calculated with wB97M-V/def2-TZVPD.

Structure (XYZ):
```
45
Properties=species:S:1:pos:R:3
Pd -0.3113 0.0075 0.2278
C 1.6223 1.7464 -2.4779
C 0.7684 0.6293 -2.9741
N 0.1007 -0.1431 -2.1875
C -0.6456 -1.0693 -2.8837
C -0.5341 -1.0088 -4.2293
S 0.5195 0.2709 -4.6675
C -1.4916 -1.9586 -2.0581
C -2.4862 -2.7893 -2.4450
S -3.1991 -3.5173 -1.0656
C -2.0946 -2.6409 -0.0391
N -1.2781 -1.8942 -0.7007
C -2.1280 -2.6748 1.4494
H 1.3479 1.9100 -1.4333
H 1.4555 2.6592 -3.0523
H 2.6821 1.4870 -2.5255
H -1.0105 -1.6303 -4.9717
H -2.8567 -2.9758 -3.4410
H -2.4099 -3.6598 1.8286
H -2.8329 -1.9179 1.8015
H -1.1414 -2.3702 1.8089
C -4.0489 5.4847 5.5823
C -3.5529 4.5938 4.4718
C -3.6259 3.2108 4.5669
C -3.1911 2.3875 3.5299
C -2.6645 2.9349 2.3681
C -2.5775 4.3242 2.2724
C -3.0201 5.1373 3.3033
S -1.9390 1.9114 1.0516
O -2.7609 0.7064 1.2433
O -2.2135 2.7177 -0.1329
N -0.4127 1.9373 1.4065
C 0.0616 1.1875 2.6101
C 1.3535 0.3324 2.3328
O 2.4503 0.9054 2.5037
O 1.1672 -0.8790 2.0128
H -4.2600 4.9058 6.4837
H -4.9697 6.0069 5.3042
H -3.3112 6.2488 5.8420
H -4.0294 2.7629 5.4715
H -3.2662 1.3101 3.6022
H -2.1578 4.7479 1.3681
H -2.9452 6.2178 3.2049
H -0.7090 0.5039 2.9809
H 0.3149 1.9086 3.3987
```

Computed properties:
HOMO energy, eV: 1.1574
Net charge: -2
Maximum force, eV/A: 1.39
LUMO level, hartree: 0.148
Frontier orbital gap, eV: 2.874

Löwdin population analysis, charges in e, atoms 1 to 6: atom 1 (Pd): 0.3670, atom 2 (C): -0.0753, atom 3 (C): -0.6282, atom 4 (N): 0.0399, atom 5 (C): -0.3195, atom 6 (C): -0.3917

Record 5
Below is a single C5H8S2 molecule in a non-equilibrium geometry, with properties calculated with wB97M-V/def2-TZVPD.

Structure (XYZ):
```
15
Properties=species:S:1:pos:R:3
S 2.3187 -0.1650 0.0159
C 0.5733 0.0937 0.0458
C -0.1454 -1.2294 -0.0087
S -1.9195 -0.6669 -0.0299
C -1.2699 1.0840 -0.0230
C -0.0896 1.0559 -1.0114
C -0.1641 0.9249 1.0888
H 2.2310 -1.4941 -0.3471
H 0.1136 -1.7639 -0.9253
H -0.0796 -1.7979 0.8544
H -2.1697 1.7438 -0.1057
H -0.2150 0.7212 -2.1037
H 0.4399 1.9963 -1.1059
H -0.5016 0.4867 2.0954
H 0.3676 1.8441 1.3135
```

Computed properties:
SMILES string: S[C@]12CS[C@H](C1)C2
HOMO energy, eV: -8.5753
Net charge: 0
Maximum force, eV/A: 2.79
LUMO level, hartree: 0.028
Energy relative to the best compared isomer or geometry (same formula, charge and spin), eV: 1.296
Frontier orbital gap, eV: 9.332

Löwdin population analysis, charges in e, atoms 1 to 6: atom 1 (S): 0.7962, atom 2 (C): -0.9153, atom 3 (C): -0.4624, atom 4 (S): 0.8340, atom 5 (C): -0.4784, atom 6 (C): -0.1916

Record 6
Below is a gas-phase ion, C3H2FO3 (charge -1) in a non-equilibrium geometry, with properties calculated with wB97M-V/def2-TZVPD.

Structure (XYZ):
```
9
Properties=species:S:1:pos:R:3
O 3.5241 -1.0312 -0.7329
C 2.9606 -0.0469 -0.3847
O 3.1392 1.0971 -0.0601
C 1.1938 -0.4750 -0.3525
F 0.6736 -1.2143 -1.4152
C 0.5122 -0.1513 0.7162
O -0.7396 -0.6397 1.1750
H 0.8953 0.2586 1.5568
H -0.9741 -1.1119 0.2907
```

Computed properties:
SMILES string: O=C([O-])/C(F)=C/O
HOMO energy, eV: -4.1133
Net charge: -1
Maximum force, eV/A: 4.40
LUMO level, hartree: 0.142
Energy relative to the best compared isomer or geometry (same formula, charge and spin), eV: 2.482
Frontier orbital gap, eV: 7.973

Löwdin population analysis, charges in e, atoms 1 to 6: atom 1 (O): 0.0083, atom 2 (C): -0.7197, atom 3 (O): -0.0103, atom 4 (C): -0.1455, atom 5 (F): -0.0365, atom 6 (C): -0.1942